Entry 1:
A structure of composition C25H14ClF6IN3NiO7S2 in a non-equilibrium geometry, computed with ωB97M-V/def2-TZVPD.

Last column: natural (NBO) charge in e.
Geometry (Å):
F 3.18246 -1.40732 -2.08277  -0.337
C -2.12854 -1.66425 -0.95499  0.153
H -2.10822 -3.02146 1.22023  0.171
C 0.27947 0.30526 -2.75032  0.089
C 0.55044 5.47420 -1.23872  -0.228
C -1.39785 -1.10467 -2.04556  0.232
C 1.66310 3.45720 -0.48250  0.343
F 2.04617 -0.33209 3.40864  -0.304
C -1.35765 -0.17369 3.03818  0.444
O -2.15869 1.62848 -0.32902  -0.815
H -1.59317 5.35764 -1.38144  0.249
C -2.13042 2.87586 -0.57076  0.776
C -1.37239 0.15350 4.43290  -0.227
H -1.18995 1.18915 4.68828  0.213
S 3.52315 -2.80756 0.17798  2.249
O 0.89519 -0.85713 0.81030  -1.016
F 1.88464 1.60070 2.44691  -0.321
O 4.59994 -3.64199 0.61622  -0.933
H -2.08269 -3.51717 3.45431  0.214
H -2.91155 -2.77784 -4.61403  0.209
C -1.87411 -2.48931 3.72669  -0.146
C -3.12395 -2.57841 -1.22661  -0.229
F 4.80819 -2.82690 -2.19911  -0.319
C 0.41065 2.84641 -0.37554  -0.223
H 0.61004 6.50216 -1.56943  0.221
H 3.54998 3.30666 -0.25115  0.487
H 1.02838 1.04563 -2.49292  0.209
H -1.56365 -0.51633 6.44503  0.217
Ni -0.64837 0.42454 0.25324  1.448
O -3.10298 3.60247 -0.75072  -0.676
N -1.81449 -1.20641 0.31490  -0.575
O 2.76779 2.74316 -0.17901  -0.678
C -3.40353 -2.97020 -2.54533  -0.188
H -4.19620 -3.68643 -2.72193  0.212
N 3.30409 -1.62943 1.20350  -1.175
H 0.36169 1.81169 0.02794  0.123
H 0.78596 0.29764 -4.84338  0.223
C -0.85010 -1.00527 -4.39483  -0.112
C -1.88548 -1.95936 1.36222  0.230
F 3.82731 0.68733 2.69865  -0.320
H -3.71584 -2.98013 -0.41484  0.217
C 0.13092 -0.10756 -4.08513  -0.262
C 2.53776 0.43117 2.44107  0.787
C -1.65998 -1.53399 -3.36629  -0.100
Cl -1.96929 -3.32792 6.29217  -0.038
C -1.79331 -2.13123 5.03835  -0.120
C -1.70244 -1.53269 2.70203  -0.269
H -1.01147 -1.33466 -5.41404  0.212
C 1.70173 4.78123 -0.90709  -0.235
C -0.75043 3.52959 -0.69412  -0.107
O -1.05032 0.72608 2.19849  -0.753
I 3.57718 5.75638 -1.00523  0.099
C -1.57151 -0.78905 5.39760  -0.201
O 2.33429 -3.44916 -0.30172  -0.942
S 2.32168 -0.41521 0.76836  1.364
C -0.67379 4.84274 -1.14068  -0.199
N -0.45230 -0.16558 -1.77382  -0.499
C 4.19058 -1.97218 -1.38113  0.695
F 5.06346 -0.99462 -1.08045  -0.329
C -2.69162 -2.46968 -3.59953  -0.209

## Properties
total charge = -1
2S+1 = 3
LUMO energy (spin up / spin down) = 1.5 / 1.5 eV
orbital gap (spin up / spin down) = 6.835 / 6.745 eV



Entry 2:
A structure of composition C25H14F3I2N2O2S2Sr in a non-equilibrium geometry, computed with ωB97M-V/def2-TZVPD.

Last column: natural (NBO) charge in e.
Geometry (Å):
H 3.55415 4.62995 -2.05159  0.218
Sr -0.73360 0.91988 -2.31216  1.787
C -0.73775 0.34662 4.97455  -0.256
C -0.58682 -0.52401 3.89636  -0.216
C -1.56081 2.02777 3.45056  -0.193
C 1.44889 0.02674 6.70912  0.424
H 1.26685 3.89364 -1.37275  0.204
H -0.20913 -1.52610 4.06344  0.221
C -1.95200 -4.42777 -0.44886  -0.224
H -5.27013 -2.67530 -3.17126  0.216
C -3.52527 -1.42995 -2.88284  0.052
C 2.22041 0.69922 5.60199  -0.726
C 2.88035 2.27675 -4.39796  -0.238
C -2.54307 -3.43291 -1.28701  -0.132
C 3.58179 3.24223 -3.71357  -0.113
C -0.72620 -4.19936 0.10075  -0.207
C -0.01809 -3.00315 -0.13566  -0.300
S 0.56510 0.73778 -4.84229  -0.481
S -0.32405 -0.13071 6.62071  0.243
H -4.37910 -4.47762 -1.73125  0.221
C -1.85258 1.81264 -0.17076  -0.513
C 3.54130 1.63073 -5.59627  0.986
H 2.24937 1.76829 5.82163  0.240
C 3.02384 3.87004 -2.60607  -0.318
H 1.76859 0.56956 4.62270  0.247
H -1.37428 2.30604 5.56689  0.213
C -0.89221 -0.11840 2.61103  -0.141
O 0.10057 -0.89799 -1.18493  -0.836
N 1.06290 2.53866 -2.89727  -0.611
F 4.79774 2.11074 -5.77300  -0.344
H -0.27130 -4.94838 0.73560  0.226
F 3.66488 0.30284 -5.46394  -0.314
C 1.76295 3.46834 -2.23863  0.075
N -2.35618 -1.25017 -2.32856  -0.494
C -0.51748 -1.98358 -0.94068  0.349
H 4.57627 3.50775 -4.04547  0.227
H 3.23569 0.31002 5.62428  0.236
H -0.74882 -0.79853 1.78090  0.223
C 1.57222 1.91865 -3.99114  0.111
O 1.98595 -0.37935 7.71170  -0.571
C -1.83938 -2.23595 -1.52516  0.168
C -1.67398 1.60494 1.02630  -0.287
I -2.90797 -6.22352 -0.05827  0.109
C -4.30374 -2.58577 -2.69477  -0.267
H -1.94695 3.02243 3.27013  0.216
I 1.83299 -2.76117 0.74075  0.133
C -1.37992 1.17015 2.35724  -0.084
F 2.88763 1.87709 -6.74344  -0.319
H -3.89840 -0.63035 -3.51616  0.185
C -3.80894 -3.57360 -1.90011  -0.134
C -1.24229 1.62415 4.73520  -0.211

## Properties
total charge = -1
LUMO energy = 2.0 eV
orbital gap = 7.169 eV



Entry 3:
A structure of composition C25H15F12N3O6Pt in a non-equilibrium geometry, computed with ωB97M-V/def2-TZVPD.

Last column: natural (NBO) charge in e.
Geometry (Å):
O 5.61858 -4.75237 0.13568  -0.705
O 1.33013 -3.51767 0.70410  -0.675
C -5.41960 1.26937 -3.02610  -0.612
C 1.65363 1.97915 0.52225  0.110
C 3.34172 -2.78596 -0.19470  0.061
F 1.38946 4.43122 0.65843  -0.351
F -2.70355 -4.35447 -1.21102  -0.315
F 3.30945 3.09260 2.07463  -0.351
C -0.37109 3.16064 5.01174  -0.617
O -1.14697 -2.46997 -0.52254  -0.793
C 4.82012 -1.30089 -0.89420  0.019
N 2.69605 -1.68165 -0.51115  -0.300
C -3.66632 1.88474 -1.30322  -0.196
C -0.46484 2.37194 3.72668  -0.090
F -0.13540 -1.50783 -3.04806  -0.323
C -1.93377 -2.08709 -1.54770  0.099
C -1.90998 0.32425 -0.60526  0.165
C -4.22512 0.94282 -2.16137  -0.125
C 4.72499 -2.60598 -0.44199  -0.284
H -2.37987 0.10136 2.10073  0.212
F -2.01220 -1.92370 -4.00466  -0.349
H -1.32182 3.14517 5.54755  0.199
C -3.13186 -3.12309 -1.49508  0.958
N 3.58764 -0.78786 -0.92357  -0.317
H -4.04723 -1.03998 -2.87144  0.201
H -5.11637 1.65075 -4.00716  0.198
C 0.51853 2.48452 2.75585  -0.166
C -1.23275 -2.26724 -2.94706  0.941
H -6.03940 0.38584 -3.19640  0.204
C -1.56525 0.78919 2.29925  -0.172
N -0.76546 0.13447 0.14015  -0.654
F 2.30851 3.62197 -1.12165  -0.333
C 0.50720 1.76891 1.55464  -0.009
H -4.10823 2.87568 -1.23108  0.186
F 3.19869 0.92968 2.01834  -0.327
C 1.39127 3.35825 -0.17458  0.946
O 7.00767 -3.16809 -0.54874  -0.649
O 1.76409 1.04910 -0.42820  -0.871
C 5.87641 -3.53567 -0.28591  0.790
C -2.48901 -0.64473 -1.46241  -0.045
C -0.58281 0.90829 1.30451  0.127
H 4.61386 -4.90144 0.38075  0.521
H -2.11652 2.34993 0.07837  0.214
H 1.32674 3.17257 2.95225  0.204
H -6.04264 2.03409 -2.55602  0.196
F -3.85728 -3.24412 -2.64200  -0.356
H -2.30032 1.37173 4.22327  0.189
H 0.39439 2.75390 5.67916  0.206
C 2.49003 -3.86588 0.41534  0.757
C -3.61516 -0.29918 -2.21098  -0.143
H -0.11009 4.20313 4.81431  0.205
C -1.51829 1.50133 3.47942  -0.225
F 4.06213 2.03215 0.37345  -0.340
C 3.05001 2.03153 1.26630  0.944
O 3.02310 -4.99550 0.58543  -0.745
F -4.01351 -2.78718 -0.53314  -0.336
C -2.54740 1.58752 -0.55704  -0.259
Pt 0.64339 -1.30096 -0.07294  1.123
F 0.19416 3.34064 -0.77807  -0.324
F -0.85302 -3.54336 -3.14445  -0.331
H 5.68840 -0.72641 -1.17207  0.227
H 3.21273 0.17981 -0.97060  0.485

## Properties
total charge = -2
2S+1 = 3
LUMO energy (spin up / spin down) = 4.4 / 4.4 eV
orbital gap (spin up / spin down) = 6.332 / 6.456 eV



Entry 4:
A structure of composition C25H16CaCl3N3O2S2 in a non-equilibrium geometry, computed with ωB97M-V/def2-TZVPD.

Last column: natural (NBO) charge in e.
Geometry (Å):
H -2.43599 1.62814 4.01981  0.215
C 3.75284 3.36586 -1.08521  -0.265
C 0.45181 0.32743 1.82691  0.062
N 2.71480 -3.51892 3.36921  -0.420
H 4.03028 3.95958 0.95864  0.198
Cl 1.75443 -0.29844 0.89119  0.045
C -0.25216 1.47274 1.41042  0.057
H -3.71493 1.49368 -1.02745  0.192
C 1.62110 2.32011 -1.61805  -0.058
C -3.50877 -2.25497 -0.26946  -0.086
C 0.74016 1.69844 -2.68610  -0.531
H -1.18477 -0.41111 4.68508  0.212
H -4.54237 -1.82745 1.54277  0.205
C -2.90470 -1.81581 -1.47631  -0.056
C -3.65694 0.43216 -0.80847  -0.230
N -0.04656 2.12227 0.16798  -0.638
O -0.14832 -0.14928 -1.44932  -0.858
C -0.91591 0.12305 3.78327  -0.194
C 0.44521 0.18639 -2.51292  0.782
H 0.67602 -1.23302 3.26185  0.255
H -2.42617 -3.71898 -2.33240  0.209
H -2.10312 -2.27864 -3.39338  0.193
C 2.02714 -3.59961 0.88620  -0.317
H 4.72658 3.71094 -1.41076  0.198
Cl -3.45396 -3.95943 0.12377  -0.054
N 5.43009 -3.03685 0.58044  -0.408
H 3.19500 2.65691 -3.01986  0.201
H -0.55672 1.59932 -0.53709  0.434
C -4.20154 -0.04865 0.38222  -0.324
C 2.96725 -3.39607 -0.09451  -0.314
C 0.12587 -0.33840 2.99823  -0.246
C -2.19655 -2.65875 -2.37494  -0.936
H 1.21659 1.82436 -3.65568  0.223
C -1.62256 1.25462 3.41293  -0.245
C 3.36452 3.49966 0.23778  -0.203
C 1.23295 2.46828 -0.26885  0.206
H -2.61634 -0.01737 -2.61481  0.188
O 0.77465 -0.60837 -3.41003  -0.739
C 2.88000 2.77919 -1.98968  -0.178
S 0.31799 -3.85514 0.67352  -0.491
C 2.11811 3.05802 0.63817  -0.253
C 4.32213 -3.19382 0.29570  0.298
H 1.81364 3.15244 1.67409  0.210
Cl -2.17879 3.32844 1.79705  -0.011
C 2.43862 -3.56246 2.24807  0.303
C -3.04341 -0.41587 -1.70153  -0.200
H -0.23265 2.20545 -2.71670  0.217
S 2.69634 -3.35793 -1.81577  -0.502
C -1.28665 1.91091 2.24243  -0.022
Ca 0.17959 -2.23251 -1.57265  1.705
H -4.66331 0.62019 1.09787  0.194
C -4.12056 -1.41074 0.63632  -0.222

## Properties
total charge = -2
LUMO energy = 4.2 eV
orbital gap = 5.548 eV



Q: What is the total charge in the first record?
A: -1